Entry from the Open Molecules 2025 dataset: a cluster of 2 separate species, C3H10N2S in total (the ωB97M-V functional and the def2-TZVPD basis).

The value obtained for the HOMO energy is -8.91 eV. The calculation puts the energy relative to the best compared isomer or geometry (same formula, charge and spin) at 22.15 kcal/mol. The energy comes out at -17087.6438 eV. Its LUMO energy is 0.0263 Eh. The charge is 0. As for the SMILES: C/N=C\N.CS. Its frontier orbital gap is 9.6295 eV.

Structure (XYZ):
```
16
Properties=species:S:1:pos:R:3:forces:R:3:nbo_charge:R:1
C 1.6462 0.9982 1.3368 0.17 0.78 -0.71 -0.45
N 2.5600 0.6083 0.2610 -0.04 -1.11 0.60 -0.43
C 2.0990 0.1131 -0.7964 -0.15 0.88 -0.88 0.27
N 0.7546 0.2088 -1.2576 -0.22 -0.46 0.19 -0.89
H 2.1683 1.7510 1.9233 -0.20 0.02 0.16 0.20
H 1.4228 0.1478 1.9779 0.10 -0.13 -0.06 0.21
H 0.7043 1.4065 0.9605 -0.01 0.03 0.24 0.18
H 2.7748 -0.3162 -1.5398 0.20 -0.09 0.26 0.15
H 0.4986 1.1447 -1.5445 0.03 0.09 0.23 0.39
H 0.5694 -0.4129 -2.0317 0.11 0.03 -0.06 0.38
C -2.8051 -1.3879 0.1305 0.48 0.24 -0.34 -0.73
S -2.5138 0.3613 0.5434 -0.33 0.22 0.33 -0.08
H -2.9110 -1.9942 1.0243 -0.06 0.09 0.09 0.22
H -3.6894 -1.4581 -0.4956 -0.03 -0.11 0.03 0.22
H -1.9381 -1.7403 -0.4257 -0.10 -0.12 -0.01 0.22
H -1.3407 0.5698 -0.0664 0.04 -0.36 -0.05 0.14
```
Positions in Å, forces in eV/Å.